Density functional theory data (ωB97M-V/def2-TZVPD) for a molecular structure, C4H8N3S in a non-equilibrium geometry.

Results
calculated total energy	-19569.8984	eV
2S+1	3
strongest force on any atom	3.416	eV/A
total charge	+1
orbital gap (spin up / spin down)	6.753 / 5.875	eV
E_HOMO (spin up / spin down)	-10.5648 / -14.2129	eV
E_LUMO (spin up / spin down)	-3.81 / -8.34	eV
<S²>	2.01

Geometry (Å):
C -0.292 1.540 -0.922
C -1.169 -0.543 -0.371
C 1.086 1.073 -0.587
C 1.146 -0.396 -0.210
N -1.320 0.830 -0.694
N 0.135 -1.149 -0.645
N -1.353 -0.769 1.121
S 0.122 -0.209 1.814
H -0.212 2.630 -1.262
H -1.847 -1.279 -0.719
H 1.716 1.353 -1.335
H 1.575 1.628 0.207
H 1.973 -1.017 -0.031
H 0.322 -2.120 -0.521
H -2.189 -0.279 1.447
H 0.307 -1.294 2.708